No. 1
Below is C5H6S2 as an isolated structure in a non-equilibrium geometry, with properties calculated with wB97M-V/def2-TZVPD.

## Properties
* LUMO: 0.6870 eV
* energy relative to the best compared isomer or geometry (same formula, charge and spin): 99.3 kJ/mol
* HOMO: -8.61 eV
* orbital gap: 9.29 eV

Atoms and positions in Å:
1 C -0.400 1.188 -0.330
2 C -0.477 -0.173 -1.012
3 C -0.446 0.440 0.990
4 C 0.725 -0.577 0.883
5 C 0.762 -0.978 -0.509
6 H 0.485 1.861 -0.523
7 H -1.283 1.802 -0.470
8 H -0.770 -0.370 -2.044
9 H -0.668 0.896 1.926
10 H 0.719 -1.285 1.694
11 H 0.887 -1.993 -0.858
12 S -1.789 -0.661 0.190
13 S 2.256 -0.151 0.062

---

No. 2
Below is C5H7BF6N6O4PdS2 as an isolated structure in a non-equilibrium geometry, with properties calculated with wB97M-V/def2-TZVPD.

## Properties
* LUMO (spin up / spin down): -0.1351 / -3.9096 eV
* 2S+1: 3
* energy relative to the best compared isomer or geometry (same formula, charge and spin): 39.7 kJ/mol
* HOMO (spin up / spin down): -9.96 / -9.87 eV
* orbital gap (spin up / spin down): 9.82 / 5.96 eV

Atoms and positions in Å:
1 Pd 0.435 -0.395 0.089
2 F 3.691 -4.111 -0.593
3 C 2.465 -4.063 -1.081
4 F 1.776 -5.127 -0.698
5 F 2.501 -3.998 -2.405
6 S 1.633 -2.574 -0.409
7 O 1.450 -2.802 0.992
8 O 2.465 -1.446 -0.793
9 N 0.283 -2.558 -1.273
10 S -1.198 -2.543 -0.664
11 O -1.224 -2.055 0.709
12 O -1.957 -3.690 -1.013
13 C -2.002 -1.170 -1.695
14 F -1.138 -0.607 -2.533
15 F -2.459 -0.225 -0.870
16 F -3.011 -1.662 -2.380
17 B 0.498 -0.377 3.556
18 C -0.019 0.375 2.311
19 N -0.495 0.993 1.423
20 H 0.154 -1.533 3.395
21 H 1.712 -0.370 3.558
22 H -0.002 0.163 4.517
23 N -1.554 3.616 0.203
24 C -0.578 4.254 -0.451
25 N -0.681 5.579 -0.634
26 N 0.488 3.668 -0.950
27 C 0.750 2.405 -0.948
28 N 1.142 1.308 -1.066
29 H -2.319 4.123 0.610
30 H -1.400 2.669 0.509
31 H -1.459 6.104 -0.283
32 H 0.052 6.048 -1.134

---

No. 3
Below is the molecule C5H7BFNO2 in a non-equilibrium geometry, with properties calculated with wB97M-V/def2-TZVPD.

## Properties
* LUMO: 0.2720 eV
* energy relative to the best compared isomer or geometry (same formula, charge and spin): 0.0 kJ/mol
* HOMO: -7.91 eV
* orbital gap: 8.18 eV
* structure (SMILES): OB(O)N1CC=CC=C1F

Atoms and positions in Å:
1 O 0.895 -1.688 -2.038
2 B -0.137 -0.938 -1.571
3 O -1.416 -0.996 -2.068
4 N 0.066 -0.040 -0.489
5 C -1.003 0.770 0.073
6 C -0.949 0.820 1.574
7 C 0.216 0.753 2.214
8 C 1.442 0.555 1.472
9 C 1.374 0.156 0.203
10 F 2.447 -0.117 -0.536
11 H 0.712 -2.231 -2.803
12 H -1.566 -1.639 -2.758
13 H -1.945 0.340 -0.271
14 H -0.936 1.797 -0.327
15 H -1.886 0.956 2.089
16 H 0.286 0.820 3.290
17 H 2.399 0.682 1.947

---

No. 4
Below is C5H7Br2NO3S as an isolated structure in a non-equilibrium geometry, with properties calculated with wB97M-V/def2-TZVPD.

## Properties
* LUMO: 0.2731 eV
* energy relative to the best compared isomer or geometry (same formula, charge and spin): 233.6 kJ/mol
* HOMO: -8.18 eV
* orbital gap: 8.45 eV

Atoms and positions in Å:
1 C -1.404 -2.900 0.042
2 C -0.015 -0.932 -0.944
3 C -0.182 -0.173 0.329
4 C -3.043 0.243 -0.535
5 C 0.076 1.364 0.169
6 N -0.484 -2.394 -0.823
7 O -1.703 -4.055 0.113
8 O -2.056 -1.931 0.859
9 O -2.243 0.007 2.121
10 S -1.989 -0.384 0.829
11 Br -3.422 1.985 0.144
12 Br -4.727 -0.810 -0.603
13 H -0.628 -0.630 -1.812
14 H 1.107 -0.938 -1.338
15 H 0.077 -0.598 1.222
16 H -0.263 1.743 -0.755
17 H 1.183 1.605 0.177
18 H -0.380 1.791 1.016
19 H -0.284 -3.011 -1.598